[1]
DFT (ωB97M-V/def2-TZVPD) results for C4H3N3 in the gas phase in a non-equilibrium geometry.

Last column: natural (NBO) charge in e.
Atoms and positions in Å:
N (2.69, 0.07, 0.26)  -0.321
C (1.65, 0.56, 0.07)  0.403
C (0.52, -2.63, 0.07)  0.341
N (-0.22, -1.71, 0.07)  -0.568
C (-1.12, -0.67, 0.04)  -0.120
C (-0.79, 0.62, -0.07)  0.018
N (0.48, 1.18, -0.14)  -0.638
H (-2.17, -0.95, 0.10)  0.233
H (-1.58, 1.35, -0.11)  0.221
H (0.54, 2.18, -0.29)  0.429

Summary:
ΔE to the lowest compared entry with this formula, charge and spin = 205.4 kJ/mol
Energy = -318.4065 Eh
E_HOMO = -9.38 eV
LUMO = 0.281 eV
Charge = 0

[2]
DFT (ωB97M-V/def2-TZVPD) results for C4H3N3 in the gas phase in a non-equilibrium geometry.

Last column: natural (NBO) charge in e.
Atoms and positions in Å:
C (2.20, 0.41, -0.32)  -0.195
C (1.33, -0.42, -0.17)  -0.029
C (-0.08, -0.41, 0.04)  -0.005
C (-0.50, 0.89, 0.08)  -0.090
N (-1.87, 0.84, 0.26)  -0.227
N (-2.25, -0.40, 0.32)  -0.047
N (-1.16, -1.19, 0.17)  -0.326
H (3.06, 1.04, -0.42)  0.243
H (0.48, 1.48, -0.12)  0.251
H (-1.22, -2.20, 0.18)  0.425

Summary:
ΔE to the lowest compared entry with this formula, charge and spin = 429.5 kJ/mol
Energy = -318.3211 Eh
E_HOMO = -9.31 eV
Structure (SMILES) = C#Cc1cnn[nH]1
LUMO = 0.429 eV
Charge = 0

[3]
DFT (ωB97M-V/def2-TZVPD) results for C4H3N3 in the gas phase in a non-equilibrium geometry.

Last column: natural (NBO) charge in e.
Atoms and positions in Å:
C (2.23, 0.43, -0.08)  0.247
C (0.18, -0.66, -0.05)  -0.111
C (-1.22, -0.60, 0.02)  -0.286
C (0.87, 0.48, -0.16)  -0.382
N (3.34, 0.27, 0.20)  -0.310
N (-1.91, 0.43, 0.11)  0.095
N (-2.55, 1.33, 0.06)  0.034
H (0.76, -1.58, -0.22)  0.244
H (-1.88, -1.47, 0.21)  0.243
H (0.18, 1.37, -0.11)  0.226

Summary:
ΔE to the lowest compared entry with this formula, charge and spin = 271.0 kJ/mol
Energy = -318.3815 Eh
E_HOMO = -8.63 eV
LUMO = -0.014 eV
Charge = 0

[4]
DFT (ωB97M-V/def2-TZVPD) results for a 2-piece molecular cluster, C4H3N3O overall in a non-equilibrium geometry.

Last column: natural (NBO) charge in e.
Atoms and positions in Å:
C (1.81, -0.28, -0.19)  0.510
C (-0.31, -0.03, 0.95)  -0.272
C (-0.76, 1.22, 0.39)  0.224
C (-0.96, -1.08, 0.11)  0.248
H (3.02, -0.15, 0.02)  0.154
H (1.58, 0.45, 2.08)  0.361
H (-0.92, -0.18, 1.80)  0.281
N (0.99, -0.46, 0.98)  -0.565
N (-1.14, 2.02, -0.44)  -0.199
N (-1.80, -1.58, -0.70)  -0.231
O (1.42, 0.12, -1.29)  -0.511

Summary:
ΔE to the lowest compared entry with this formula, charge and spin = 537.2 kJ/mol
Energy = -393.5148 Eh
E_HOMO = -10.94 eV
LUMO = -1.656 eV
Charge = 0